Formula: C25H60NO6
Source: the OMol25 dataset
Level of theory: ωB97M-V/def2-TZVPD

Geometry as XYZ:
```
92
Properties=species:S:1:pos:R:3:forces:R:3
C 7.78425 -0.42901 3.01255 -0.038 0.033 0.054
O 7.15593 0.36409 2.02680 0.052 -0.034 -0.020
C 5.78196 0.60344 2.24856 -0.187 0.060 0.069
C 5.50706 2.06456 2.63787 -0.096 -0.082 0.085
C 4.28803 2.64625 1.92474 0.047 0.045 0.079
C 2.96790 1.97040 2.29803 -0.032 -0.096 -0.022
C 2.35021 2.47176 3.60008 0.032 -0.018 0.023
C 0.89491 2.04282 3.80289 0.028 -0.054 0.017
C -0.06805 2.55972 2.71797 -0.001 0.006 -0.023
C -0.44336 1.58568 1.59165 -0.039 0.000 -0.062
C -1.04533 0.27379 2.05129 -0.030 -0.038 0.146
C -1.40053 -0.69787 0.94433 -0.172 0.009 -0.155
O -1.88240 -1.91326 1.46883 0.205 -0.009 0.192
C -3.04532 -1.77425 2.24868 -0.115 -0.111 0.094
C -2.93073 -0.72455 3.34835 -0.065 -0.004 -0.041
N -2.34031 0.53832 2.79299 -0.076 -0.050 -0.043
H 7.42058 -1.46341 2.98737 -0.004 0.047 0.009
H 8.85186 -0.42624 2.79997 -0.040 -0.005 -0.015
H 7.62666 -0.02161 4.01848 0.014 -0.017 -0.035
H 5.24041 0.36800 1.32330 0.130 0.006 -0.033
H 5.39542 -0.07280 3.02087 0.052 -0.056 -0.066
H 6.39721 2.64609 2.39371 -0.022 -0.013 -0.052
H 5.36417 2.14147 3.72085 0.101 0.049 -0.016
H 4.41923 2.57090 0.84247 0.081 -0.004 0.017
H 4.21303 3.71254 2.15764 -0.016 0.017 -0.075
H 2.26926 2.12075 1.47150 0.013 0.075 0.009
H 3.12264 0.88730 2.38146 -0.086 -0.001 -0.103
H 2.93463 2.10573 4.44788 0.025 0.062 0.013
H 2.40770 3.56489 3.63845 -0.051 -0.020 -0.045
H 0.86071 0.94928 3.87639 -0.011 0.026 -0.014
H 0.56107 2.41498 4.77360 0.005 -0.013 0.010
H 0.37981 3.43543 2.24353 -0.057 0.037 0.008
H -0.98747 2.94175 3.18114 0.032 -0.007 0.015
H -1.15698 2.07689 0.91882 0.059 -0.003 -0.041
H 0.42795 1.34471 0.98096 0.007 -0.025 0.047
H -0.41413 -0.24976 2.77142 0.043 0.086 -0.019
H -0.51405 -0.92690 0.35706 0.015 -0.010 0.014
H -2.14650 -0.24604 0.26853 0.049 0.009 0.012
H -3.92373 -1.58333 1.61748 0.082 0.135 -0.055
H -3.20349 -2.73015 2.74387 -0.096 -0.032 -0.090
H -3.91706 -0.48684 3.74316 0.004 -0.038 0.073
H -2.29086 -1.04945 4.16589 0.107 0.009 -0.067
H -3.00066 0.94943 2.12668 0.037 0.080 0.056
H -2.18994 1.22973 3.53054 0.023 -0.041 -0.025
C 5.58143 1.50650 -1.99668 -0.054 0.051 0.098
C 4.10134 1.28553 -2.25860 0.009 -0.020 0.000
C 3.82562 0.91746 -3.70409 -0.028 0.043 0.012
O 3.34682 2.44858 -1.89188 0.042 0.006 0.045
H 5.95731 2.32097 -2.62172 0.003 -0.023 -0.025
H 5.74178 1.77751 -0.95253 0.068 -0.015 -0.011
H 6.16380 0.61169 -2.21760 -0.005 -0.009 -0.004
H 3.73058 0.50223 -1.59117 -0.004 -0.006 -0.008
H 4.15930 1.73404 -4.34796 -0.018 -0.074 -0.091
H 2.75654 0.77414 -3.86579 0.003 -0.013 0.003
H 4.34860 0.00508 -3.99351 0.023 0.006 0.021
H 3.62001 3.15738 -2.48819 -0.075 -0.012 0.005
C 3.12428 4.60006 -7.80626 0.032 -0.007 0.010
C 2.77953 4.25678 -6.36796 -0.048 -0.034 -0.016
C 2.18196 5.43721 -5.62129 0.029 -0.002 0.020
O 3.92431 3.74589 -5.67898 0.062 0.101 0.106
H 3.86093 5.40803 -7.83565 -0.012 0.007 -0.009
H 3.54430 3.73456 -8.31710 0.001 -0.001 0.003
H 2.24070 4.93290 -8.35191 -0.005 0.001 0.002
H 2.07202 3.42453 -6.35381 -0.006 0.011 -0.010
H 2.89462 6.26640 -5.59287 -0.012 0.006 -0.004
H 1.93665 5.15906 -4.59611 0.002 -0.001 0.000
H 1.27523 5.79275 -6.11209 -0.003 -0.003 -0.005
H 4.60041 4.43433 -5.67565 -0.014 -0.037 -0.046
C -7.32034 -4.08209 2.24230 -0.048 -0.036 0.074
C -5.91723 -4.07658 2.81837 0.038 0.041 0.004
C -4.92105 -4.83477 1.95681 0.063 0.044 0.018
O -5.89814 -4.55614 4.16172 0.015 -0.023 -0.009
H -7.68712 -5.10879 2.16043 0.001 0.005 -0.022
H -7.99684 -3.53021 2.89455 -0.002 0.008 -0.004
H -7.34224 -3.65130 1.24186 0.017 -0.026 0.000
H -5.58459 -3.03618 2.92017 -0.031 0.004 -0.041
H -5.21640 -5.88094 1.84923 -0.043 0.012 0.017
H -3.93380 -4.81398 2.42220 0.013 -0.059 -0.023
H -4.85935 -4.41570 0.95165 -0.034 -0.006 -0.001
H -6.20399 -5.47107 4.16014 0.002 0.045 0.017
C -8.12047 -4.50469 -2.81851 -0.011 -0.021 0.029
C -6.73365 -4.50800 -2.19980 0.007 0.048 -0.018
C -5.71824 -5.23161 -3.06722 0.003 -0.024 0.027
O -6.76504 -5.06290 -0.88099 0.008 -0.044 -0.082
H -8.47765 -5.53025 -2.94729 -0.001 0.006 -0.015
H -8.82642 -3.97466 -2.17992 0.002 -0.002 0.003
H -8.11125 -4.02871 -3.79957 0.005 0.002 -0.004
H -6.40606 -3.47643 -2.04458 -0.003 -0.001 -0.017
H -6.01439 -6.27557 -3.20238 0.002 0.006 -0.015
H -4.73194 -5.21418 -2.60382 -0.002 -0.001 0.004
H -5.64901 -4.77405 -4.05467 -0.003 0.005 -0.003
H -7.05450 -5.97996 -0.95993 0.005 0.032 0.042
```
Positions in Å, forces in eV/Å.

Calculated values
LUMO level	-2.81	eV
F_max	0.28	eV/Å
net charge	+1
E	-40666.414	eV
orbital gap	8.39	eV
highest occupied orbital energy	-11.2	eV

Mulliken atomic charge list, values in e, 8 entries: -0.723, -0.379, -0.431, -0.721, -0.730, 0.517, -0.961, -0.626

---

Formula: C25H61AsBClF2N7O9
Source: the OMol25 dataset
Level of theory: ωB97M-V/def2-TZVPD

Geometry as XYZ:
```
107
Properties=species:S:1:pos:R:3:forces:R:3
C 2.22642 -0.16015 6.65486 -0.516 0.163 -0.959
C 2.08509 -0.57425 5.13169 0.754 -0.008 1.436
O 2.46258 0.52156 4.31928 -0.500 -0.141 -0.516
C 1.40038 1.43640 4.15541 -0.768 -0.097 0.049
C 1.70283 2.53321 3.08923 0.376 0.066 0.642
O 2.48887 2.06885 2.00431 -1.404 0.358 0.274
C 1.56738 1.58712 0.97380 0.678 0.323 0.589
As 2.59424 0.32547 -0.31147 -0.420 -0.120 0.330
F 4.17090 1.22932 0.22440 0.220 -0.041 -0.434
C 2.37578 1.62925 -1.84934 0.339 1.388 -0.483
C 3.39749 2.81372 -1.88685 -0.613 0.598 -0.648
C 3.12665 3.91517 -0.81749 0.371 -0.526 -0.757
Cl 3.89313 5.48151 -1.44430 -0.163 -0.304 0.446
C 3.65150 -0.95365 -1.49703 1.305 -0.773 0.025
C 5.01820 -1.46574 -0.94501 -0.460 -1.587 -2.086
C 5.17618 -2.97063 -1.40170 -0.349 0.321 1.175
F 5.12621 -1.49627 0.43448 0.127 0.242 0.037
B 0.87524 -0.65819 -0.85885 -1.098 -0.985 -1.221
O 0.54822 -0.67320 -2.27664 0.170 0.553 1.457
N -0.07532 -1.39283 0.01014 1.173 0.710 0.479
C -1.22570 -0.59589 0.44572 -0.893 -0.051 -0.713
C 0.54418 -2.18389 1.07496 -0.576 -0.624 0.617
H 2.66062 -0.97411 7.26167 -0.425 0.368 -0.155
H 2.89081 0.72537 6.70913 -0.286 -0.560 0.058
H 1.22134 0.14949 7.01032 0.688 -0.272 0.261
H 2.78356 -1.40642 4.94099 -0.281 0.454 -0.241
H 1.06215 -0.94509 4.92416 0.439 0.256 -0.129
H 1.16426 1.88249 5.15568 0.062 0.143 -0.692
H 0.46575 0.89476 3.85234 0.623 0.080 0.098
H 0.73004 2.90243 2.69821 0.335 -0.014 0.405
H 2.19127 3.38833 3.61183 0.099 -0.494 -0.534
H 0.76886 1.04446 1.52760 0.209 0.013 -0.659
H 1.14502 2.48374 0.46161 -0.041 -0.486 0.262
H 2.82226 -0.58250 0.94934 0.182 0.124 -0.138
H 2.41871 1.15530 -2.85433 0.013 -0.110 0.795
H 1.35366 2.08810 -1.79723 0.585 -0.361 0.088
H 4.45862 2.49375 -1.90174 -0.660 0.046 0.432
H 3.24945 3.32859 -2.87001 0.042 -0.255 0.582
H 2.04639 4.14229 -0.75528 0.643 -0.140 0.081
H 3.57585 3.68953 0.16223 -0.318 0.118 -0.452
H 3.85873 -0.56406 -2.51882 -0.183 -0.040 0.650
H 3.00632 -1.85489 -1.65715 0.283 0.580 0.236
H 5.87801 -0.93627 -1.40073 -0.454 0.309 0.733
H 6.20622 -3.33926 -1.22827 -0.412 0.135 -0.391
H 4.79623 -3.13275 -2.42427 0.495 0.113 0.347
H 4.51631 -3.54311 -0.70659 0.321 0.242 -0.536
H -0.19994 -0.08183 -2.40805 -0.302 -0.091 -0.285
H -1.39920 -0.64395 1.54345 0.189 -0.182 -0.618
H -1.14412 0.48703 0.19641 0.084 -0.578 0.046
H -2.12804 -0.96756 -0.10013 0.243 0.352 0.661
H 0.01677 -3.17084 1.15731 0.263 0.551 -0.021
H 1.60783 -2.42828 0.87813 -0.599 0.426 0.037
H 0.43978 -1.70795 2.08070 0.395 -0.224 -0.606
O -2.62426 2.27721 -1.12352 0.098 0.029 0.047
C -3.47918 2.89747 -0.51890 -0.071 -0.115 -0.195
N -4.75572 2.95661 -0.97877 0.064 -0.049 -0.106
C -3.19740 3.63432 0.76442 -0.180 0.110 0.106
H -5.49289 3.45221 -0.51587 0.027 0.007 0.043
H -4.96624 2.46821 -1.83438 -0.226 0.033 0.046
H -2.43214 4.38764 0.58035 0.070 -0.112 0.041
H -2.83502 2.92536 1.50854 0.117 0.045 -0.061
H -4.08765 4.12827 1.15595 0.034 0.002 0.020
O 1.34228 -3.54339 3.96367 -0.214 -0.171 0.198
C 1.77094 -4.60584 3.56122 0.222 0.310 -0.168
N 2.90742 -4.66393 2.81753 0.119 0.069 0.019
C 1.09370 -5.92233 3.84370 0.095 -0.240 -0.095
H 3.29596 -5.51670 2.46371 -0.073 -0.035 0.003
H 3.37557 -3.79447 2.61342 -0.020 0.028 -0.070
H 0.08385 -5.89576 3.43583 -0.004 0.046 0.099
H 1.04526 -6.07223 4.92176 -0.095 0.055 -0.028
H 1.62880 -6.76172 3.39766 -0.044 -0.012 0.023
O 4.24966 2.25570 8.41523 -0.005 0.191 0.111
C 5.04418 2.89010 7.74676 -0.028 -0.327 -0.065
N 5.95972 2.26377 6.96271 0.126 -0.070 0.111
C 5.07805 4.39599 7.72873 0.181 0.129 -0.146
H 6.62808 2.74819 6.39454 -0.091 0.065 -0.049
H 5.95401 1.25792 6.95408 -0.056 0.007 -0.085
H 5.26533 4.75864 8.73900 -0.116 -0.010 -0.009
H 4.11436 4.76776 7.38296 -0.002 -0.016 0.099
H 5.85715 4.77965 7.06942 -0.041 0.035 0.016
O -6.89103 1.54853 -2.91317 -0.015 -0.036 0.078
C -6.46480 0.44167 -3.20443 0.225 0.143 -0.119
N -5.29577 0.29450 -3.87955 0.002 -0.005 -0.293
C -7.18210 -0.83042 -2.84680 0.076 -0.319 -0.066
H -4.90779 -0.59972 -4.13896 -0.093 -0.095 0.193
H -4.79562 1.13245 -4.12904 0.074 -0.016 0.105
H -8.17053 -0.82340 -3.30650 -0.024 0.081 0.121
H -7.28607 -0.88667 -1.76346 -0.101 0.093 -0.035
H -6.63976 -1.71012 -3.19309 -0.006 0.037 0.005
O -4.98681 -2.98516 -4.46563 -0.015 0.183 -0.120
C -5.21816 -4.13227 -4.80316 -0.026 -0.024 0.168
N -5.81320 -5.00614 -3.95159 -0.080 0.075 0.104
C -4.86963 -4.66745 -6.16592 -0.047 -0.225 -0.032
H -6.02002 -5.95743 -4.18893 0.056 0.008 -0.081
H -6.05372 -4.67146 -3.03364 0.037 -0.032 0.013
H -3.79434 -4.57943 -6.31660 -0.048 0.101 -0.032
H -5.39057 -4.08045 -6.92153 0.104 0.051 0.016
H -5.15387 -5.71381 -6.27887 0.023 0.026 -0.036
O -5.20409 3.05149 -8.84668 0.121 -0.061 -0.017
C -4.91640 2.17059 -8.05781 -0.209 0.138 -0.063
N -5.84588 1.65380 -7.21042 -0.101 -0.075 0.027
C -3.53155 1.58715 -7.95352 0.012 -0.176 0.196
H -5.65121 0.92801 -6.54477 0.052 0.028 0.008
H -6.77808 2.02770 -7.25975 0.012 0.020 0.043
H -2.83024 2.38091 -7.69938 0.001 -0.014 -0.110
H -3.25562 1.15441 -8.91434 0.041 0.109 0.000
H -3.47091 0.81038 -7.19032 0.054 0.011 -0.029
```
Positions in Å, forces in eV/Å.

Calculated values
LUMO level	1.56	eV
F_max	2.66	eV/Å
net charge	-1
E	-135246.633	eV
orbital gap	5.22	eV
highest occupied orbital energy	-3.7	eV

Mulliken atomic charge list, values in e, 8 entries: -1.136, 0.083, -0.271, -0.394, -0.623, -0.375, -0.719, 1.076